Entry from the Open Molecules 2025 dataset: a 2-piece molecular cluster, C27H23F6NO2S overall at a distorted geometry (the ωB97M-V functional and the def2-TZVPD basis).

The geometry in XYZ format:
```
60
Properties=species:S:1:pos:R:3
F 5.0864 0.5255 3.1914
C 4.0611 -0.3475 3.1953
F 4.2272 -1.1943 2.1376
F 4.1018 -1.0790 4.3284
S 2.4048 0.5264 3.0161
C 1.2548 -0.7647 2.9747
C -0.1337 -0.5548 3.0699
C -0.7258 0.7442 3.1559
C -2.0959 0.9104 3.2084
C -2.9413 -0.1946 3.1771
C -4.4272 0.0259 3.2153
F -5.1150 -0.9932 2.6123
F -4.8866 0.1191 4.5096
F -4.7878 1.1883 2.5834
C -2.4107 -1.4844 3.1437
C -1.0398 -1.6646 3.0833
O 2.2705 1.3143 4.2224
O 2.4942 1.1617 1.7126
H 1.6696 -1.7712 2.9370
H -0.1152 1.6431 3.1866
H -2.5158 1.9113 3.2666
H -3.0789 -2.3398 3.1576
H -0.6143 -2.6663 3.0467
C 3.7839 1.8418 -1.9721
C 3.9721 0.4294 -1.6300
N 5.1885 -0.0604 -1.2925
C 6.3835 0.7527 -1.1594
C 5.1155 -1.4313 -1.0232
C 3.7615 -1.8215 -1.1420
C 3.4120 -3.0997 -0.7232
C 4.4213 -3.9903 -0.3166
C 5.7573 -3.5748 -0.2091
C 6.1203 -2.2639 -0.5438
C 3.0108 -0.6231 -1.5415
C 1.6450 -0.4650 -1.6926
C 0.6916 -1.5239 -1.8256
C 0.9519 -2.6945 -2.5862
C 0.0595 -3.7597 -2.5744
C -1.1217 -3.6908 -1.8277
C -2.0178 -4.8874 -1.7501
C -1.4440 -2.4977 -1.1633
C -0.5763 -1.4161 -1.1940
H 2.7468 1.9912 -2.2820
H 3.9918 2.4887 -1.1072
H 4.4503 2.1358 -2.7985
H 7.2021 0.1115 -0.8241
H 6.6508 1.2131 -2.1212
H 6.2308 1.5594 -0.4258
H 2.3630 -3.3877 -0.7037
H 4.1602 -5.0172 -0.0645
H 6.5203 -4.2689 0.1456
H 7.1354 -1.8782 -0.4470
H 1.2665 0.5591 -1.6784
H 1.8716 -2.7567 -3.1684
H 0.2891 -4.6736 -3.1268
H -2.9269 -4.6454 -1.1906
H -2.3012 -5.2319 -2.7535
H -1.5123 -5.7236 -1.2464
H -2.3860 -2.4347 -0.6136
H -0.8263 -0.4832 -0.6835
```

Values from the calculation:
M in Da: 539.54
Net charge: 0
E_HOMO in Ha: -0.2057
Kohn-Sham gap in Ha: 0.1178

---

Entry from the Open Molecules 2025 dataset: C27H23N3O5PPdS3 as an isolated structure (the ωB97M-V functional and the def2-TZVPD basis).

The geometry in XYZ format:
```
63
Properties=species:S:1:pos:R:3
Pd -0.2475 -0.0656 0.0194
O -0.8359 1.1580 2.3321
S -2.1350 1.5247 1.7495
O -2.6997 2.7503 2.2487
O -2.0632 1.4156 0.2838
C -3.2454 0.1943 2.2083
C -4.5017 0.5435 2.6735
C -5.4362 -0.4398 2.9716
C -5.1100 -1.7743 2.8045
C -3.8451 -2.1225 2.3503
C -2.8932 -1.1521 2.0523
P -1.2090 -1.6394 1.5134
C -1.3577 -3.2811 0.7794
C -2.2894 -3.4955 -0.2375
C -2.2708 -4.6748 -0.9601
C -1.3083 -5.6416 -0.6960
C -0.3687 -5.4263 0.2995
C -0.3929 -4.2499 1.0365
C -0.3536 -1.9190 3.0973
C 0.7910 -1.1978 3.4095
C 1.4330 -1.4011 4.6228
C 0.9343 -2.3183 5.5342
C -0.2117 -3.0423 5.2291
C -0.8490 -2.8427 4.0159
H -4.7349 1.5923 2.7947
H -6.4191 -0.1578 3.3274
H -5.8335 -2.5483 3.0270
H -3.5991 -3.1689 2.2186
H -3.0060 -2.7236 -0.4920
H -2.9835 -4.8238 -1.7607
H -1.2724 -6.5447 -1.2906
H 0.4102 -6.1539 0.4848
H 0.3680 -4.0786 1.7883
H 1.1791 -0.4719 2.7105
H 2.3338 -0.8441 4.8508
H 1.4368 -2.4731 6.4809
H -0.6082 -3.7629 5.9332
H -1.7360 -3.4186 3.7797
S 1.8359 -1.2525 -0.0295
C 1.4513 -2.4125 -1.2570
C 2.2854 -3.5775 -1.3199
N 2.9580 -4.5121 -1.3384
C 0.4026 -2.2843 -2.1194
S -0.7018 -0.9467 -2.1132
C 0.1415 -3.3046 -3.0940
N -0.0668 -4.1165 -3.8838
O 3.1722 3.5956 0.5031
C 2.5153 2.9866 1.3061
O 1.4521 2.2613 0.9699
C 2.8291 3.0213 2.8068
N 1.8584 2.2349 3.5626
C 0.8909 3.1936 4.1082
C 1.7142 4.4338 4.4560
C 2.7874 4.4739 3.3562
H 3.8244 2.5821 2.8990
H 2.3128 1.7299 4.3108
H 1.0470 1.9118 1.7967
H 0.3517 2.7515 4.9442
H 0.1481 3.4161 3.3378
H 2.1806 4.3079 5.4371
H 1.1140 5.3430 4.4895
H 3.7594 4.7779 3.7421
H 2.5349 5.1699 2.5571
```

Values from the calculation:
M in Da: 703.09
<S²>: 2.01
Net charge: -1
2S+1: 3
E_HOMO (alpha / beta) in Ha: -0.1612 / -0.1788
Kohn-Sham gap (alpha / beta) in Ha: 0.2467 / 0.2331

---

Entry from the Open Molecules 2025 dataset: C27H23N3PSTi as an isolated structure at a distorted geometry (the ωB97M-V functional and the def2-TZVPD basis).

The geometry in XYZ format:
```
56
Properties=species:S:1:pos:R:3
Ti -0.6405 -0.8125 0.0887
C 5.4815 3.0087 -0.2417
C 5.2833 1.9116 0.6192
C 4.1385 1.1395 0.5465
C 3.2043 1.3793 -0.4649
C 3.5310 2.3873 -1.4546
C 4.5762 3.2305 -1.3124
P 1.7626 0.3758 -0.6335
C 1.4337 -0.2897 1.0639
C 1.3846 -1.6786 1.3848
C 1.4535 -2.0680 2.7447
C 1.4278 -1.1110 3.7515
C 1.4104 0.2585 3.4737
C 1.4538 0.6488 2.1309
C 0.4896 1.6449 -0.5301
C 0.6402 3.0718 -0.7356
C -0.5137 3.8520 -0.8495
C -1.8089 3.2812 -0.6217
C -1.9538 1.9346 -0.4411
C -0.8220 1.1089 -0.3315
H 6.4276 3.5258 -0.1987
H 6.0436 1.6912 1.3650
H 3.9954 0.4146 1.3620
H 2.8556 2.3986 -2.2881
H 4.7678 3.9489 -2.0844
H 1.3725 -2.4123 0.5951
H 1.3468 -3.1405 2.9512
H 1.5682 -1.4451 4.7796
H 1.4807 1.0660 4.2377
H 1.3773 1.7093 1.8355
H 1.6126 3.4974 -0.7213
H -0.4118 4.9283 -0.9677
H -2.6731 3.9576 -0.5566
H -2.9601 1.5477 -0.2629
C -4.2837 0.2600 1.8007
N -4.0766 -0.6065 0.6652
C -5.0591 -1.0003 -0.2578
C -4.4972 -1.8064 -1.1874
N -3.1738 -2.0802 -0.7704
C -2.8847 -1.3025 0.3813
S -1.9280 -1.8477 1.7779
C -2.1721 -2.7290 -1.5347
C -2.2133 -4.0260 -2.0870
C -1.0906 -4.4981 -2.7549
C 0.0624 -3.6730 -2.9523
C 0.0587 -2.4867 -2.2868
N -1.0108 -2.0810 -1.5019
H -4.0707 -0.2459 2.7714
H -5.2804 0.6897 1.8096
H -3.5890 1.1315 1.7335
H -6.0634 -0.5679 -0.3395
H -4.9717 -2.2055 -2.1005
H -3.1899 -4.5781 -2.2206
H -1.0835 -5.4888 -3.2576
H 0.9116 -4.0366 -3.5437
H 0.8705 -1.7823 -2.3786
```

Values from the calculation:
M in Da: 500.41
Net charge: +3
E_HOMO in Ha: -0.6018
Kohn-Sham gap in Ha: 0.1776

---

Entry from the Open Molecules 2025 dataset: the molecule C27H23NO5 (the ωB97M-V functional and the def2-TZVPD basis).

The geometry in XYZ format:
```
56
Properties=species:S:1:pos:R:3
C -1.8203 -0.8797 2.6815
C -2.5004 0.4658 2.8949
O -3.1748 0.9373 1.7385
C -2.4929 1.5436 0.7349
C -1.1329 1.7995 0.7361
C -0.5199 2.5121 -0.3001
C 0.9023 2.6692 -0.4208
C 1.9154 1.8634 -0.0179
C 1.9250 0.5374 0.6328
O 0.9976 -0.1040 1.0795
C 3.3424 0.0992 0.6272
C 3.8844 -1.0804 1.1036
C 5.2555 -1.2645 0.9869
C 6.0603 -0.2919 0.4081
C 5.5187 0.8944 -0.0694
C 4.1532 1.0804 0.0465
C 3.3122 2.2229 -0.3764
O 3.6769 3.2434 -0.9170
C -1.3262 3.0703 -1.2993
C -2.6636 2.7515 -1.3572
C -3.2515 1.9339 -0.3937
O -4.5348 1.5445 -0.6574
C -5.0195 0.3188 -0.1407
C -4.0338 -0.8566 -0.2168
O -4.1310 -1.8009 0.5327
N -3.0936 -0.7141 -1.1871
C -1.8201 -1.3025 -1.2474
C -1.4943 -2.4692 -0.5694
C -0.2032 -2.9597 -0.6339
C 0.7817 -2.3158 -1.3703
C 2.1702 -2.8727 -1.4611
C 0.4411 -1.1520 -2.0490
C -0.8421 -0.6485 -1.9917
H -1.4399 -1.2419 3.6326
H -2.5439 -1.5919 2.2941
H -0.9952 -0.8025 1.9790
H -1.7924 1.2212 3.2560
H -3.3025 0.3636 3.6321
H -0.5223 1.4469 1.5468
H 1.2249 3.5296 -1.0033
H 3.2479 -1.8277 1.5517
H 5.7047 -2.1765 1.3514
H 7.1240 -0.4616 0.3297
H 6.1370 1.6555 -0.5201
H -0.8837 3.6812 -2.0709
H -3.2853 3.0959 -2.1694
H -5.3274 0.4145 0.9054
H -5.9031 0.0902 -0.7461
H -3.1946 0.0868 -1.7970
H -2.2452 -2.9764 0.0127
H 0.0414 -3.8636 -0.0954
H 2.9071 -2.0740 -1.5214
H 2.2662 -3.4868 -2.3576
H 2.3954 -3.4965 -0.5999
H 1.1925 -0.6278 -2.6231
H -1.0873 0.2667 -2.5136
```

Values from the calculation:
M in Da: 441.48
SMILES: CCOc1cc(C=C2C(=O)c3ccccc3C2=O)ccc1OCC(=O)Nc1ccc(C)cc1
Net charge: 0
E_HOMO in Ha: -0.2978
Kohn-Sham gap in Ha: 0.2640

---

Entry from the Open Molecules 2025 dataset: C27H23NO5STl as an isolated structure at a distorted geometry (the ωB97M-V functional and the def2-TZVPD basis).

The geometry in XYZ format:
```
58
Properties=species:S:1:pos:R:3
Tl 0.4891 0.2864 0.0504
O -2.4937 -0.6582 -3.8176
C -1.7270 -0.5602 -2.7075
O -1.2518 0.4966 -2.3667
C -1.5109 -1.8413 -2.0111
C -1.7902 -3.0770 -2.5898
C -1.4687 -4.2233 -1.8807
C -0.9418 -4.0982 -0.6066
C -0.7137 -2.8249 -0.0927
N -0.9609 -1.7344 -0.7995
C -0.1885 -2.6307 1.3564
O -0.0842 -3.6514 2.0304
O 0.0390 -1.4483 1.6931
H -2.6145 0.2288 -4.1935
H -2.2474 -3.1317 -3.5651
H -1.6270 -5.1947 -2.3288
H -0.6971 -4.9476 0.0093
C 4.4676 1.6187 0.0770
C 3.5636 1.1070 1.2102
C 4.0040 1.7957 2.5255
C 2.1218 1.5264 1.0793
C 3.6450 -0.3961 1.4109
C 4.4664 -1.2197 0.6537
C 4.4784 -2.5901 0.8576
C 3.6805 -3.1604 1.8319
C 2.8694 -2.3480 2.6057
C 2.8462 -0.9839 2.3895
H 4.3672 2.7002 -0.0041
H 4.1779 1.1795 -0.8763
H 5.5152 1.3933 0.2721
H 3.9994 2.8768 2.3997
H 5.0087 1.4730 2.7955
H 3.3238 1.5386 3.3321
H 2.0856 2.4717 0.5078
H 5.1044 -0.8094 -0.1163
H 5.1236 -3.2133 0.2492
H 3.6823 -4.2307 1.9848
H 2.2311 -2.7803 3.3592
H 2.1651 -0.3682 2.9533
C 0.5874 8.5879 1.2744
C -0.6052 9.4872 1.4268
O -0.5476 10.6258 1.8100
S -2.1949 8.8217 0.9871
C -1.9484 7.0505 0.8682
C -2.0084 6.2895 2.0293
C -1.8174 4.9274 1.9687
C -1.5792 4.3000 0.7399
C -1.5413 5.0823 -0.4228
C -1.7308 6.4456 -0.3625
C -1.3236 2.9180 0.6643
C -1.0928 1.7212 0.6309
H 1.1927 8.6677 2.1756
H 1.1879 8.9513 0.4390
H 0.3172 7.5499 1.0943
H -2.1951 6.7788 2.9733
H -1.8335 4.3328 2.8696
H -1.3394 4.6040 -1.3700
H -1.7050 7.0483 -1.2593
```

Values from the calculation:
M in Da: 677.93
Net charge: -1
E_HOMO (alpha / beta) in Ha: -0.1502 / -0.1396
Kohn-Sham gap (alpha / beta) in Ha: 0.2268 / 0.2173

---

Entry from the Open Molecules 2025 dataset: C27H24BBrCl2F5FeN7O4S3 as an isolated structure at a distorted geometry (the ωB97M-V functional and the def2-TZVPD basis).

The geometry in XYZ format:
```
75
Properties=species:S:1:pos:R:3
Fe 0.4117 0.1519 0.1521
C 0.1755 3.0935 2.7800
O -0.2254 2.7377 1.4629
C -0.8816 3.6613 0.7560
C -1.1449 4.9477 1.1872
C -1.8615 5.7977 0.3494
Br -2.2271 7.5681 0.9573
C -2.3368 5.4037 -0.8711
C -2.0987 4.0875 -1.2973
C -1.3461 3.2388 -0.5010
O -1.0212 1.9729 -0.8831
C -2.6848 3.6593 -2.5767
N -3.0523 4.4852 -3.5224
C -3.5752 3.6869 -4.5209
C -4.0961 4.0342 -5.7664
C -4.5488 3.0178 -6.5881
C -4.4965 1.6734 -6.1864
C -3.9803 1.3100 -4.9553
C -3.5201 2.3372 -4.1400
N -2.9309 2.3446 -2.8974
H -0.6905 3.4023 3.3702
H 0.9305 3.8818 2.7457
H 0.5910 2.1935 3.2164
H -0.7900 5.2986 2.1427
H -2.9055 6.0607 -1.5122
H -0.9478 1.9175 -1.8486
H -4.1355 5.0726 -6.0729
H -4.9501 3.2612 -7.5650
H -4.8636 0.9047 -6.8549
H -3.9369 0.2742 -4.6428
H -2.8887 1.5506 -2.2636
C 2.4556 -2.9828 2.0334
N 1.1643 -3.5340 1.6742
C 0.4325 -4.4068 2.4499
C -0.7180 -4.6297 1.7915
N -0.7079 -3.9062 0.6161
B -1.9839 -3.9902 -0.3362
N -1.6731 -3.5309 -1.7852
C -1.0893 -4.3738 -2.7049
C -0.9118 -3.7014 -3.8557
N -1.4127 -2.4301 -3.6442
C -1.3461 -1.3538 -4.6053
C -1.8826 -2.3311 -2.3608
S -2.5653 -0.9364 -1.6683
C 0.4547 -3.2137 0.5593
S 1.0586 -2.1863 -0.6799
H 2.4472 -2.7053 3.0851
H 2.6339 -2.0963 1.4331
H 3.2497 -3.7110 1.8514
H 0.7730 -4.7450 3.4130
H -1.5716 -5.2221 2.0727
H -2.2388 -5.1815 -0.4124
H -2.8878 -3.3496 0.1329
H -0.8223 -5.3824 -2.4401
H -0.4611 -3.9922 -4.7893
H -1.5885 -1.7362 -5.5976
H -0.3546 -0.9013 -4.6143
H -2.0645 -0.5992 -4.3062
S -0.9040 -0.0963 2.2426
C -1.0384 -1.2964 3.3876
N -1.1743 -2.0705 4.2457
Cl 3.1075 0.3776 4.2330
C 4.0410 0.9314 2.8203
Cl 5.3513 -0.2223 2.4398
C 3.1591 1.1788 1.5502
O 3.5219 2.1627 0.9065
O 2.2316 0.3532 1.3718
H 4.5111 1.8630 3.1014
F 0.7551 0.4341 -2.5638
C 1.5954 1.0198 -1.5270
F 2.8050 0.4078 -1.7423
C 1.7784 2.4699 -2.0541
F 1.7239 3.3805 -1.0742
F 0.7840 2.8285 -2.9282
F 2.9334 2.6800 -2.7105
```

Values from the calculation:
M in Da: 919.19
<S²>: 6.01
Net charge: -2
2S+1: 5
E_HOMO (alpha / beta) in Ha: -0.0920 / -0.0989
Kohn-Sham gap (alpha / beta) in Ha: 0.2265 / 0.2333

---

What did the fifth record say?
Entry from the Open Molecules 2025 dataset: C27H23NO5STl as an isolated structure at a distorted geometry (the ωB97M-V functional and the def2-TZVPD basis).

The geometry in XYZ format:
```
58
Properties=species:S:1:pos:R:3
Tl 0.4891 0.2864 0.0504
O -2.4937 -0.6582 -3.8176
C -1.7270 -0.5602 -2.7075
O -1.2518 0.4966 -2.3667
C -1.5109 -1.8413 -2.0111
C -1.7902 -3.0770 -2.5898
C -1.4687 -4.2233 -1.8807
C -0.9418 -4.0982 -0.6066
C -0.7137 -2.8249 -0.0927
N -0.9609 -1.7344 -0.7995
C -0.1885 -2.6307 1.3564
O -0.0842 -3.6514 2.0304
O 0.0390 -1.4483 1.6931
H -2.6145 0.2288 -4.1935
H -2.2474 -3.1317 -3.5651
H -1.6270 -5.1947 -2.3288
H -0.6971 -4.9476 0.0093
C 4.4676 1.6187 0.0770
C 3.5636 1.1070 1.2102
C 4.0040 1.7957 2.5255
C 2.1218 1.5264 1.0793
C 3.6450 -0.3961 1.4109
C 4.4664 -1.2197 0.6537
C 4.4784 -2.5901 0.8576
C 3.6805 -3.1604 1.8319
C 2.8694 -2.3480 2.6057
C 2.8462 -0.9839 2.3895
H 4.3672 2.7002 -0.0041
H 4.1779 1.1795 -0.8763
H 5.5152 1.3933 0.2721
H 3.9994 2.8768 2.3997
H 5.0087 1.4730 2.7955
H 3.3238 1.5386 3.3321
H 2.0856 2.4717 0.5078
H 5.1044 -0.8094 -0.1163
H 5.1236 -3.2133 0.2492
H 3.6823 -4.2307 1.9848
H 2.2311 -2.7803 3.3592
H 2.1651 -0.3682 2.9533
C 0.5874 8.5879 1.2744
C -0.6052 9.4872 1.4268
O -0.5476 10.6258 1.8100
S -2.1949 8.8217 0.9871
C -1.9484 7.0505 0.8682
C -2.0084 6.2895 2.0293
C -1.8174 4.9274 1.9687
C -1.5792 4.3000 0.7399
C -1.5413 5.0823 -0.4228
C -1.7308 6.4456 -0.3625
C -1.3236 2.9180 0.6643
C -1.0928 1.7212 0.6309
H 1.1927 8.6677 2.1756
H 1.1879 8.9513 0.4390
H 0.3172 7.5499 1.0943
H -2.1951 6.7788 2.9733
H -1.8335 4.3328 2.8696
H -1.3394 4.6040 -1.3700
H -1.7050 7.0483 -1.2593
```

Values from the calculation:
M in Da: 677.93
Net charge: -1
E_HOMO (alpha / beta) in Ha: -0.1502 / -0.1396
Kohn-Sham gap (alpha / beta) in Ha: 0.2268 / 0.2173